(1)
The following is a quantum chemistry calculation of a structure of composition C7H16FHgO4 at a distorted geometry, from the Open Molecules 2025 dataset.

The calculation puts the LUMO energy at -0.200 Ha. As for the calculated total energy: -22585.469 eV. As for the multiplicity: 1. As for the charge: +1.

Each line ends with the Mulliken charge.
Cartesian coordinates (Å):
1 Hg 0.979 -0.044 0.528  1.2691
2 F -2.278 0.436 -3.152  -0.8179
3 O -0.544 -1.386 0.154  -0.4470
4 O 0.087 -0.075 2.333  -0.4776
5 O 1.261 -0.521 -1.476  -0.2806
6 O -0.018 1.189 -0.686  -0.3172
7 C 0.586 0.428 3.572  -0.7125
8 C -0.070 -0.108 -1.788  -0.1823
9 C 0.128 2.509 -1.181  -0.7987
10 C 2.291 -0.196 -2.415  -0.7347
11 C -0.899 -1.106 2.463  -0.4347
12 C -0.915 -1.236 -1.220  -0.4393
13 C -1.583 -1.243 1.125  -0.3910
14 H 2.036 -0.647 -3.381  0.3098
15 H 2.368 0.889 -2.560  0.3084
16 H -0.145 3.198 -0.372  0.2967
17 H -1.986 -1.026 -1.308  0.4539
18 H -0.095 -0.007 -2.899  0.7296
19 H -1.636 -0.821 3.225  0.4056
20 H 3.225 -0.595 -2.010  0.3168
21 H -0.235 0.883 4.140  0.2637
22 H -0.556 2.637 -2.031  0.3141
23 H 1.132 2.719 -1.575  0.2830
24 H 1.041 -0.392 4.144  0.3312
25 H -0.697 -2.175 -1.741  0.3099
26 H 1.327 1.196 3.330  0.2997
27 H -0.398 -2.037 2.765  0.3690
28 H -2.172 -0.344 0.895  0.3802
29 H -2.236 -2.125 1.120  0.3928

(2)
The following is a quantum chemistry calculation of the molecule C4H2O2 at a distorted geometry, from the Open Molecules 2025 dataset.

The energy above the lowest of the compared OMol25 structures with the same formula, charge and spin is 0.974 eV. The calculation puts the LUMO energy at -0.025 Ha. As for the calculated total energy: -8271.554 eV. As for the multiplicity: 1. As for the charge: 0. Its SMILES is O=CC#CC=O.

Each line ends with the Mulliken charge.
Cartesian coordinates (Å):
1 O -0.400 2.775 1.083  -0.4285
2 O 1.532 -1.883 -1.395  -0.4104
3 C 0.395 -1.491 -1.267  -0.1061
4 C 0.035 -0.553 -0.233  0.5591
5 C -0.373 1.574 1.178  -0.2730
6 C -0.144 0.441 0.409  0.2071
7 H -0.441 -1.828 -1.908  0.2773
8 H -0.605 0.964 2.134  0.1746

(3)
The following is a quantum chemistry calculation of the molecule C5H11N3O at a distorted geometry, from the Open Molecules 2025 dataset.

The energy above the lowest of the compared OMol25 structures with the same formula, charge and spin is 4.441 eV. The calculation puts the LUMO energy at 0.033 Ha. As for the calculated total energy: -11877.330 eV. As for the multiplicity: 1. As for the charge: 0. Its SMILES is [H]/N=C1\O[C@H]1[C@@H](C)N(C)N.

Each line ends with the Mulliken charge.
Cartesian coordinates (Å):
1 O 1.333 0.185 -1.591  -0.4532
2 N 3.081 -0.670 -0.131  -0.5965
3 N -0.945 -0.409 0.544  0.0001
4 N -1.635 -0.824 -0.656  -0.5957
5 C -0.281 0.864 0.413  0.2311
6 C -0.058 -1.433 1.172  -1.2787
7 C 2.088 -0.045 -0.496  0.4127
8 C 1.032 0.962 -0.390  -0.2219
9 C -1.368 1.699 -0.229  -1.4445
10 H -2.388 1.529 0.331  0.3073
11 H 0.830 -1.026 1.603  0.4330
12 H -0.651 -1.854 1.993  0.3258
13 H -0.043 1.172 1.466  0.3785
14 H 0.252 -2.044 0.412  0.4324
15 H -1.091 -1.222 -1.312  0.2027
16 H -1.477 1.239 -1.213  0.4234
17 H -1.034 2.759 -0.175  0.4255
18 H -2.336 -1.489 -0.397  0.2116
19 H 1.275 1.954 -0.499  0.5405
20 H 3.417 -1.348 -0.844  0.2660

(4)
The following is a quantum chemistry calculation of a structure of composition C19H28AsMgN3S2Se3Te, from the Open Molecules 2025 dataset.

The calculation puts the LUMO energy at 0.146 Ha. As for the calculated total energy: -315916.005 eV. As for the multiplicity: 1. As for the charge: -2.

Each line ends with the Mulliken charge.
Cartesian coordinates (Å):
1 Te 1.287 4.863 -0.950  -0.6976
2 Se 2.649 -0.965 -0.515  0.0381
3 Se -0.035 -2.888 0.755  0.1050
4 Se 0.817 2.358 -1.379  -0.2246
5 As -0.222 0.090 -4.376  0.5508
6 S 1.233 -0.482 3.475  -0.1428
7 S 2.481 1.458 -2.559  -0.7257
8 Mg 0.471 0.451 0.462  0.4339
9 N -1.556 0.117 0.318  -0.0514
10 N -1.632 -0.297 3.985  -0.0659
11 N 0.136 0.399 2.503  -0.2048
12 C -3.729 -0.249 -0.648  -0.9591
13 C -0.526 -2.851 -1.129  -0.7110
14 C -0.222 1.955 -4.970  -1.1882
15 C -3.407 -0.694 1.711  -1.1659
16 C 1.810 -3.521 0.550  -0.9722
17 C -1.473 0.115 6.358  -0.7200
18 C 0.682 0.207 7.437  -0.5720
19 C -0.707 0.248 7.503  -0.4982
20 C -1.173 -0.073 2.651  -0.1287
21 C 1.276 -0.549 -5.478  -1.1284
22 C -2.031 -0.223 1.608  0.8102
23 C -0.873 -0.092 5.105  0.0945
24 C 1.289 0.027 6.198  -0.6070
25 C 0.539 -0.147 5.046  0.6463
26 C -4.210 -0.700 0.621  -0.2459
27 C 4.143 0.075 0.164  -0.9181
28 C -2.405 0.123 -0.712  0.1109
29 C 2.850 -2.437 0.784  -0.4348
30 C -1.628 -0.501 -5.654  -1.2629
31 H 0.554 2.493 -4.430  0.3545
32 H 0.064 -2.119 -1.678  0.0231
33 H 2.197 -0.206 -5.011  0.2590
34 H 5.068 -0.465 -0.031  0.3261
35 H -1.412 -0.158 -6.670  0.3508
36 H -1.192 2.395 -4.740  0.3239
37 H -1.202 0.401 8.456  0.3271
38 H 1.284 0.336 8.328  0.3363
39 H 4.110 1.010 -0.389  0.3502
40 H -2.591 -0.097 -5.338  0.3560
41 H -5.224 -1.078 0.715  0.3589
42 H 1.900 -3.938 -0.455  0.3682
43 H 2.370 0.024 6.111  0.3678
44 H -1.968 0.436 -1.656  0.1774
45 H -0.416 -3.842 -1.567  0.4290
46 H -0.043 2.003 -6.048  0.3519
47 H -3.772 -1.102 2.647  0.3272
48 H 2.785 -2.042 1.798  0.1172
49 H -4.358 -0.210 -1.526  0.3811
50 H 1.951 -4.335 1.262  0.4127
51 H -1.697 -1.590 -5.650  0.3265
52 H 1.197 -0.158 -6.495  0.3601
53 H -2.556 0.161 6.420  0.3268
54 H -1.572 -2.546 -1.162  0.2558
55 H 3.852 -2.851 0.636  0.4332
56 H 1.261 -1.640 -5.506  0.3467
57 H 4.010 0.241 1.231  0.2692
58 H -2.620 -0.153 4.116  0.2187

Ordered HOMO energy results: -10.6 -10.6 -8.8 -0.2; unit eV.
Ordered gap between HOMO and LUMO results: 5.2 9.9 9.7 4.1; unit eV.